{
  "formula": "C36H37FeNOP2",
  "method": "ωB97M-V with the def2-TZVPD basis set",
  "species": ["Fe", "C", "C", "C", "C", "C", "C", "C", "C", "C", "H", "H", "H", "H", "H", "H", "H", "H", "H", "H", "H", "H", "H", "H", "H", "P", "P", "C", "C", "C", "C", "C", "C", "C", "C", "C", "C", "C", "C", "C", "C", "C", "C", "C", "C", "C", "C", "C", "C", "C", "C", "C", "C", "H", "H", "H", "H", "H", "H", "H", "H", "H", "H", "H", "H", "H", "H", "H", "H", "H", "H", "H", "H", "H", "H", "O", "C", "N"],
  "positions_angstrom": [[0.499, -1.745, 0.346], [1.432, -2.445, -1.833], [1.349, -1.300, -2.519], [0.324, -1.013, -3.594], [-1.120, -1.452, -3.254], [-1.478, -1.324, -1.807], [-1.219, -2.342, -0.964], [-0.788, -3.691, -1.462], [0.542, -3.616, -2.223], [-1.234, 1.848, 2.955], [2.318, -2.746, -1.219], [2.137, -0.559, -2.413], [0.625, -1.498, -4.538], [0.324, 0.076, -3.786], [-1.774, -0.760, -3.779], [-1.361, -2.426, -3.709], [-2.001, -0.417, -1.517], [-1.500, -2.334, 0.076], [-1.544, -4.109, -2.159], [-0.709, -4.398, -0.605], [1.090, -4.545, -2.016], [0.358, -3.585, -3.318], [-0.170, 1.494, 3.040], [-1.735, 1.856, 3.928], [-1.243, 2.944, 2.735], [2.085, 0.982, -0.087], [-2.092, 0.956, 1.675], [0.255, 0.572, -0.372], [-0.827, 1.216, 0.350], [2.792, 2.277, -1.025], [2.584, 2.366, -2.419], [3.189, 3.368, -3.161], [3.879, 4.386, -2.502], [4.031, 4.355, -1.118], [3.508, 3.300, -0.389], [3.172, -0.452, 0.138], [2.813, -1.536, 1.046], [3.737, -2.551, 1.364], [5.042, -2.471, 0.868], [5.433, -1.415, 0.015], [4.502, -0.426, -0.341], [-3.431, 1.988, 1.154], [-3.347, 3.283, 0.600], [-4.528, 4.018, 0.400], [-5.783, 3.534, 0.796], [-5.827, 2.255, 1.367], [-4.677, 1.476, 1.541], [-2.372, -0.721, 2.189], [-1.937, -1.132, 3.446], [-2.232, -2.412, 3.889], [-2.894, -3.333, 3.085], [-3.425, -2.880, 1.866], [-3.161, -1.591, 1.408], [0.152, -0.106, -1.293], [-0.978, 2.277, 0.024], [1.999, 1.630, -2.948], [3.106, 3.404, -4.250], [4.281, 5.233, -3.042], [4.515, 5.158, -0.560], [3.682, 3.215, 0.676], [1.876, -1.952, 1.700], [3.368, -3.380, 2.015], [5.755, -3.239, 1.181], [6.474, -1.365, -0.342], [4.805, 0.397, -0.982], [-2.374, 3.670, 0.287], [-4.459, 4.997, -0.072], [-6.685, 4.158, 0.655], [-6.797, 1.888, 1.693], [-4.781, 0.447, 1.909], [-1.420, -0.416, 4.070], [-1.958, -2.650, 4.905], [-2.975, -4.379, 3.422], [-4.051, -3.582, 1.302], [-3.538, -1.341, 0.420], [2.593, 2.392, 3.039], [2.157, 1.515, 2.411], [1.646, 0.703, 1.632]],
  "mulliken_spin": [2.982, 0.056, 0.062, 0.026, 0.001, 0.105, 0.025, -0.021, 0.015, -0.034, -0.030, -0.045, -0.002, 0.001, 0.003, 0.003, 0.006, -0.064, -0.003, 0.002, 0.005, 0.002, 0.036, -0.001, 0.000, 0.121, 0.024, 0.250, 0.032, 0.063, 0.030, 0.006, 0.021, 0.008, 0.075, -0.024, 0.237, -0.024, 0.112, -0.032, 0.080, -0.003, 0.001, -0.001, 0.001, -0.001, 0.001, -0.013, -0.010, 0.003, 0.003, -0.014, 0.015, -0.182, -0.001, 0.011, 0.000, 0.002, 0.000, -0.004, -0.110, -0.008, 0.014, -0.002, 0.009, 0.001, 0.000, 0.000, 0.000, 0.000, 0.001, 0.000, 0.000, 0.000, 0.005, 0.005, 0.122, 0.047],
  "energy_ha": -3469.9909,
  "spin_multiplicity": 5,
  "gap_ev": [4.325, 5.289],
  "e_lumo_ev": [0.10, 0.11],
  "homo_ev": [-4.2, -5.2],
  "s2": 6.062
}

---

{
  "formula": "C22H42ClO10S",
  "method": "ωB97M-V with the def2-TZVPD basis set",
  "species": ["C", "C", "C", "C", "C", "C", "C", "C", "C", "C", "C", "C", "C", "C", "C", "C", "C", "C", "O", "S", "O", "O", "C", "C", "O", "O", "C", "C", "O", "H", "H", "H", "H", "H", "H", "H", "H", "H", "H", "H", "H", "H", "H", "H", "H", "H", "H", "H", "H", "H", "H", "H", "H", "H", "H", "H", "H", "H", "H", "H", "H", "H", "H", "H", "H", "H", "H", "H", "H", "H", "H", "O", "Cl", "O", "O", "O"],
  "positions_angstrom": [[4.237, -0.363, 2.912], [4.836, 0.820, 1.927], [3.833, 1.259, 0.707], [3.882, 0.292, -0.617], [3.728, -1.311, -0.315], [3.229, -2.162, -1.666], [1.599, -2.301, -1.781], [0.965, -3.594, -0.985], [0.604, -3.316, 0.590], [-1.021, -3.332, 0.922], [-1.628, -1.947, 0.225], [-2.943, -2.409, -0.653], [-3.858, -1.168, -1.215], [-4.260, -0.109, 0.004], [-5.424, 0.929, -0.568], [-5.742, 2.179, 0.444], [-4.429, 2.804, 1.207], [-3.434, 3.671, 0.194], [-3.935, 3.715, -1.188], [-2.706, 3.421, -2.334], [-2.479, 1.865, -2.277], [-1.244, 4.212, -1.843], [-0.170, 3.408, -2.499], [1.224, 4.263, -2.726], [2.037, 3.801, -3.714], [1.615, 5.482, -1.994], [2.243, 4.998, -0.740], [1.341, 5.039, 0.639], [3.536, 4.585, -0.797], [4.674, -1.389, 2.485], [3.054, -0.478, 2.818], [4.558, -0.261, 4.037], [4.951, 1.783, 2.623], [5.945, 0.585, 1.562], [2.711, 1.446, 1.069], [4.206, 2.333, 0.343], [4.819, 0.432, -1.303], [2.941, 0.599, -1.284], [4.754, -1.836, -0.004], [3.010, -1.457, 0.601], [3.599, -1.622, -2.660], [3.694, -3.250, -1.691], [1.359, -2.468, -2.933], [1.098, -1.269, -1.501], [1.752, -4.474, -1.015], [-0.031, -3.962, -1.529], [1.033, -2.317, 1.029], [1.055, -4.230, 1.211], [-1.205, -3.199, 2.094], [-1.574, -4.290, 0.540], [-1.842, -1.115, 1.020], [-0.847, -1.519, -0.535], [-2.543, -3.085, -1.550], [-3.583, -3.109, 0.066], [-3.228, -0.627, -2.055], [-4.858, -1.604, -1.653], [-3.242, 0.454, 0.273], [-4.604, -0.666, 0.986], [-5.078, 1.402, -1.596], [-6.417, 0.289, -0.708], [-6.317, 2.996, -0.188], [-6.486, 1.797, 1.270], [-4.801, 3.571, 2.038], [-3.767, 2.011, 1.761], [-2.367, 3.192, 0.286], [-3.417, 4.789, 0.590], [0.051, 2.421, -1.872], [-0.595, 3.127, -3.576], [1.356, 6.119, 1.142], [1.757, 4.253, 1.415], [0.219, 4.769, 0.360], [1.062, -8.235, 2.541], [1.714, -6.974, 2.835], [1.099, -6.373, 4.003], [1.574, -6.081, 1.701], [3.121, -7.206, 3.096]],
  "lowdin_charge": [-0.156, -0.266, -0.237, -0.219, -0.208, -0.210, -0.235, -0.189, -0.210, -0.193, -0.216, -0.231, -0.215, -0.212, -0.211, -0.213, -0.169, -0.229, -0.388, 1.068, -0.451, -0.405, -0.132, -0.189, 0.020, -0.010, -0.248, -0.002, 0.002, 0.076, 0.081, 0.071, 0.098, 0.118, 0.115, 0.094, 0.114, 0.107, 0.117, 0.085, 0.109, 0.111, 0.105, 0.095, 0.116, 0.113, 0.097, 0.083, 0.119, 0.112, 0.098, 0.088, 0.117, 0.115, 0.105, 0.107, 0.092, 0.126, 0.100, 0.119, 0.115, 0.110, 0.114, 0.107, 0.119, 0.135, 0.163, 0.141, 0.112, 0.102, 0.086, -0.391, 0.636, -0.392, -0.413, -0.391],
  "energy_ha": -2473.5634,
  "gap_ev": 6.384,
  "e_lumo_ev": 0.55,
  "charge": -1,
  "homo_ev": -5.8
}

---

{
  "formula": "C42H34BMnN10S",
  "method": "ωB97M-V with the def2-TZVPD basis set",
  "species": ["Mn", "C", "C", "C", "C", "N", "N", "B", "N", "N", "C", "C", "C", "C", "C", "C", "C", "C", "C", "C", "N", "N", "C", "C", "C", "C", "C", "C", "C", "C", "C", "C", "C", "C", "C", "C", "C", "C", "H", "H", "H", "H", "H", "H", "H", "H", "H", "H", "H", "H", "H", "H", "H", "H", "H", "H", "H", "H", "H", "H", "H", "H", "H", "H", "H", "H", "S", "N", "C", "C", "C", "C", "C", "N", "C", "C", "N", "C", "C", "C", "C", "C", "N", "H", "H", "H", "H", "H", "H"],
  "positions_angstrom": [[0.241, -0.039, 0.000], [0.918, -4.619, 2.375], [0.591, -3.175, 2.354], [0.052, -2.417, 3.384], [0.002, -1.101, 2.915], [0.463, -1.093, 1.654], [0.823, -2.350, 1.308], [1.643, -2.590, 0.000], [2.684, -1.460, 0.001], [2.312, -0.158, 0.000], [3.447, 0.586, 0.000], [4.542, -0.287, 0.001], [4.023, -1.567, 0.001], [4.720, -2.871, 0.002], [3.522, 2.036, 0.000], [4.768, 2.672, 0.000], [4.856, 4.050, -0.001], [3.706, 4.822, -0.001], [2.459, 4.207, -0.001], [2.373, 2.828, -0.001], [0.824, -2.350, -1.308], [0.464, -1.094, -1.654], [0.004, -1.101, -2.915], [0.054, -2.418, -3.384], [0.594, -3.176, -2.354], [0.920, -4.619, -2.375], [-0.373, 0.141, -3.574], [-1.089, 0.160, -4.771], [-1.386, 1.366, -5.382], [-0.980, 2.564, -4.811], [-0.272, 2.555, -3.617], [0.038, 1.355, -3.012], [-0.374, 0.141, 3.573], [-1.091, 0.161, 4.770], [-1.389, 1.367, 5.381], [-0.982, 2.564, 4.810], [-0.273, 2.555, 3.617], [0.037, 1.356, 3.012], [0.573, -5.048, 3.312], [1.995, -4.768, 2.305], [0.455, -5.154, 1.548], [-0.252, -2.775, 4.345], [2.118, -3.662, 0.001], [5.579, -0.031, 0.001], [5.795, -2.725, 0.002], [4.443, -3.446, -0.881], [4.442, -3.446, 0.884], [5.671, 2.087, 0.001], [5.829, 4.518, -0.001], [3.780, 5.898, -0.002], [1.570, 4.822, -0.002], [1.410, 2.305, -0.001], [-0.249, -2.775, -4.346], [0.576, -5.048, -3.312], [0.458, -5.154, -1.548], [1.997, -4.767, -2.304], [-1.411, -0.764, -5.225], [-1.931, 1.376, -6.312], [-1.198, 3.499, -5.302], [0.057, 3.483, -3.175], [0.663, 1.342, -2.112], [-1.415, -0.763, 5.223], [-1.935, 1.377, 6.310], [-1.200, 3.500, 5.301], [0.058, 3.484, 3.176], [0.663, 1.342, 2.113], [-7.505, 1.082, 0.000], [-6.624, -0.263, 0.000], [-5.337, 0.061, 0.000], [-4.218, -0.827, 0.000], [-4.383, -2.213, -0.001], [-3.258, -3.004, -0.001], [-2.009, -2.388, -0.001], [-1.824, -1.073, -0.001], [-2.913, -0.278, 0.000], [-2.713, 1.154, 0.000], [-1.446, 1.628, 0.000], [-1.282, 2.945, 0.001], [-2.325, 3.868, 0.001], [-3.619, 3.403, 0.001], [-3.826, 2.023, 0.001], [-5.141, 1.466, 0.000], [-6.289, 2.132, 0.000], [-5.383, -2.617, 0.000], [-3.327, -4.081, -0.001], [-1.127, -3.012, -0.001], [-0.269, 3.316, 0.001], [-2.112, 4.925, 0.002], [-4.482, 4.048, 0.001]],
  "lowdin_charge": [0.969, 0.010, -0.237, 0.079, -0.182, -0.001, 0.032, -0.470, 0.039, 0.034, -0.168, 0.069, -0.224, 0.010, -0.155, -0.003, -0.045, -0.051, -0.067, -0.054, 0.032, 0.000, -0.180, 0.081, -0.236, 0.011, -0.158, -0.006, -0.047, -0.050, -0.062, -0.045, -0.158, -0.006, -0.048, -0.050, -0.063, -0.046, 0.097, 0.096, 0.090, 0.126, 0.122, 0.119, 0.098, 0.095, 0.095, 0.111, 0.119, 0.116, 0.102, 0.049, 0.125, 0.097, 0.091, 0.097, 0.118, 0.117, 0.116, 0.110, 0.083, 0.118, 0.117, 0.116, 0.110, 0.082, 1.099, -0.209, -0.294, -0.063, 0.049, 0.006, -0.080, 0.092, -0.114, -0.122, 0.077, -0.110, 0.002, 0.052, -0.065, -0.294, -0.209, 0.134, 0.123, 0.106, 0.083, 0.123, 0.133],
  "energy_ha": -3742.0702,
  "gap_ev": [4.860, 5.242],
  "e_lumo_ev": [-8.50, -8.14],
  "charge": 2,
  "homo_ev": [-13.4, -13.4]
}

---

{
  "formula": "H20O10",
  "method": "ωB97M-V with the def2-TZVPD basis set",
  "species": ["H", "H", "H", "H", "H", "H", "H", "H", "H", "H", "H", "H", "H", "H", "H", "H", "H", "H", "H", "H", "O", "O", "O", "O", "O", "O", "O", "O", "O", "O"],
  "positions_angstrom": [[-2.444, -1.514, -1.872], [-1.509, -1.995, -0.794], [-2.626, 0.958, -1.356], [-2.134, 2.279, -0.580], [0.203, -3.764, -0.775], [0.954, -2.469, -1.087], [-0.567, 1.172, -1.954], [0.869, 1.769, -1.924], [-0.598, 2.437, 1.056], [-1.211, 3.771, 0.505], [1.441, 0.974, 1.247], [0.652, 1.414, 0.045], [0.743, -1.908, 1.331], [0.033, -0.722, 1.961], [3.477, -1.149, 0.655], [2.774, -0.980, 1.947], [1.309, -0.485, -1.342], [1.930, -0.628, -0.018], [-1.526, 0.790, 1.498], [-1.998, -0.509, 0.901], [-2.195, -1.275, -0.913], [-2.345, 1.891, -1.460], [0.075, -2.837, -0.876], [0.374, 0.907, -1.679], [-1.469, 2.887, 0.790], [0.994, 1.778, 0.847], [0.916, -1.005, 1.549], [3.578, -0.686, 1.495], [2.055, -0.964, -0.949], [-1.756, -0.138, 1.755]],
  "nbo_charge": [0.485, 0.514, 0.484, 0.500, 0.478, 0.516, 0.529, 0.495, 0.508, 0.490, 0.506, 0.487, 0.493, 0.528, 0.468, 0.481, 0.500, 0.486, 0.480, 0.498, -1.013, -1.008, -0.996, -1.003, -0.990, -0.981, -1.021, -0.951, -1.006, -0.958],
  "energy_ha": -764.4094,
  "de_lowest_kj_mol": 190.44,
  "gap_ev": 11.220,
  "e_lumo_ev": 0.09,
  "homo_ev": -11.1,
  "smiles": "O.O.O.O.O.O.O.O.O.O"
}